Entry 1
One molecule with the formula C4H13N3, computed with ωB97M-V/def2-TZVPD.

The geometry in XYZ format:
```
20
Properties=species:S:1:pos:R:3:mulliken_charge:R:1
C -1.792 -1.024 0.460 -1.6073
C -0.696 -0.025 0.105 0.4630
C -0.669 0.267 -1.381 -0.5782
N -1.937 0.891 -1.812 -0.5828
N 0.605 -0.566 0.513 -0.4528
C 1.582 0.474 0.882 -0.4659
N 2.877 -0.038 1.243 -0.6320
H -2.782 -0.648 0.204 0.4167
H -1.597 -1.958 -0.068 0.3483
H -1.769 -1.235 1.531 0.4186
H -0.877 0.906 0.668 0.1838
H -0.563 -0.672 -1.928 0.3744
H 0.189 0.895 -1.668 0.2336
H -1.921 1.875 -1.569 0.2081
H -1.989 0.844 -2.822 0.2359
H 0.489 -1.181 1.309 0.2720
H 1.200 1.090 1.707 0.3459
H 1.699 1.152 0.029 0.3128
H 2.792 -0.786 1.919 0.2396
H 3.355 -0.397 0.428 0.2662
```

Kohn-Sham gap: 10.04 eV
SMILES: C[C@H](CN)NCN
charge: 0

***

Entry 2
One molecule with the formula C4H13N3, computed with ωB97M-V/def2-TZVPD.

The geometry in XYZ format:
```
20
Properties=species:S:1:pos:R:3:mulliken_charge:R:1
C 2.592 0.683 -0.079 -1.2348
C 1.526 -0.098 0.609 -0.3232
N 0.353 0.108 -0.296 0.0219
N 0.569 -0.643 -1.372 -0.6195
N -1.120 -0.458 0.413 -0.1439
C -2.101 -0.496 -0.695 -0.8321
C -1.572 0.442 1.372 -1.0667
H 2.226 1.689 -0.137 0.3517
H 3.641 0.687 0.273 0.3557
H 2.476 0.467 -1.110 0.3834
H 1.843 -1.095 0.792 0.3628
H 1.292 0.274 1.552 0.3072
H 0.092 -0.366 -2.207 0.2370
H 0.638 -1.636 -1.326 0.1898
H -1.737 -0.718 -1.742 0.2767
H -2.748 -1.310 -0.507 0.3400
H -2.669 0.449 -0.763 0.2891
H -1.169 0.184 2.335 0.3410
H -1.411 1.483 1.257 0.4136
H -2.722 0.354 1.632 0.3504
```

Kohn-Sham gap: 9.17 eV
SMILES: CCN(N)N(C)C
charge: 0

***

Bottom line: entry 1, by a margin of 0.1359 hartree.

***

Entry 1
A 3-piece molecular cluster, C4H13N3 overall, computed with ωB97M-V/def2-TZVPD.

The geometry in XYZ format:
```
20
Properties=species:S:1:pos:R:3:mulliken_charge:R:1
C 0.103 0.374 2.199 -0.3829
C -0.437 -0.788 1.502 -0.3120
C -1.303 0.059 0.601 -0.8953
N 1.256 0.937 1.781 -0.4211
H -0.431 0.827 3.023 0.4190
H 1.418 1.900 2.043 0.2642
H 1.500 0.713 0.790 0.3906
H -1.042 -1.428 2.141 0.3175
H 0.315 -1.388 0.987 0.2062
H -0.886 0.956 0.183 0.3105
H -2.357 0.123 0.863 0.4167
C -0.992 -0.762 -1.487 -1.0231
N 1.041 0.004 -0.958 -0.3011
N 1.459 0.567 -2.172 -0.7046
H 1.547 -0.884 -0.910 0.2307
H 1.294 -0.041 -2.979 0.2453
H 0.944 1.428 -2.321 0.2306
H -1.137 0.128 -2.087 0.2997
H -0.356 -1.496 -1.978 0.3602
H -1.936 -1.229 -1.221 0.3490
```

Kohn-Sham gap (spin up / spin down): 6.45 / 7.31 eV
charge: 0

***

Entry 2
One molecule with the formula C4H13N3, computed with ωB97M-V/def2-TZVPD.

The geometry in XYZ format:
```
20
Properties=species:S:1:pos:R:3:mulliken_charge:R:1
C 0.893 -0.471 -2.170 -1.4531
C -0.157 0.323 -1.459 0.8571
N -1.484 -0.201 -1.862 -0.8497
C -0.256 0.353 0.085 -0.7976
N 0.892 -0.136 0.869 -0.3501
C 0.698 0.084 2.336 -0.4038
N -0.715 -0.088 2.703 -0.5097
H 0.720 -0.710 -3.228 0.3673
H 1.901 -0.032 -2.024 0.2896
H 0.950 -1.456 -1.692 0.3529
H -0.112 1.342 -1.853 0.2350
H -2.280 0.288 -1.405 0.2177
H -1.683 0.032 -2.827 0.2545
H -0.605 1.364 0.372 0.1827
H -0.923 -0.483 0.257 0.3486
H 1.765 0.327 0.628 0.2230
H 0.922 1.119 2.581 0.2966
H 1.456 -0.574 2.782 0.3209
H -1.246 -0.788 2.213 0.1909
H -0.734 -0.292 3.694 0.2272
```

Kohn-Sham gap: 9.72 eV
SMILES: C[C@@H](N)CNCN
charge: 0

***

Bottom line: entry 2, by a margin of 0.2165 hartree.

***

Entry 1
One molecule with the formula C4H13N3, computed with ωB97M-V/def2-TZVPD.

The geometry in XYZ format:
```
20
Properties=species:S:1:pos:R:3:mulliken_charge:R:1
N -1.727 1.585 1.709 -0.6624
C -1.892 0.359 0.927 -0.4220
C -0.584 -0.419 0.814 -1.1483
C 0.393 0.028 -0.270 0.3370
N -0.309 0.314 -1.529 -0.6437
C 1.480 -1.042 -0.404 -0.7889
N 2.582 -0.614 -1.236 -0.4789
H -2.538 2.171 1.548 0.2454
H -0.933 2.109 1.360 0.2082
H -2.237 0.587 -0.088 0.3104
H -2.638 -0.306 1.354 0.3534
H -0.092 -0.308 1.787 0.3893
H -0.790 -1.487 0.763 0.4298
H 0.823 0.988 0.021 0.3809
H 0.355 0.646 -2.216 0.2696
H -0.760 -0.519 -1.888 0.2388
H 1.710 -1.446 0.581 0.3292
H 0.958 -1.845 -0.918 0.2325
H 2.787 0.371 -1.200 0.2089
H 3.412 -1.171 -1.115 0.2109
```

Kohn-Sham gap: 10.10 eV
SMILES: NCC[C@H](N)CN
charge: 0

***

Entry 2
One molecule with the formula C4H13N3, computed with ωB97M-V/def2-TZVPD.

The geometry in XYZ format:
```
20
Properties=species:S:1:pos:R:3:mulliken_charge:R:1
N 2.603 1.202 -1.083 -0.6087
C 1.716 0.051 -1.102 -0.5274
C 1.302 -0.464 0.277 -0.6786
C -0.090 -1.051 0.485 -0.3943
N -1.146 -0.591 -0.450 -0.3504
C -2.423 -0.341 0.220 -0.6379
N -2.623 0.998 0.767 -0.5560
H 3.436 1.028 -0.531 0.2262
H 2.181 2.078 -0.802 0.2163
H 0.835 0.262 -1.707 0.3783
H 2.267 -0.720 -1.634 0.2680
H 2.026 -1.189 0.675 0.3732
H 1.472 0.305 1.043 0.3195
H -0.401 -0.865 1.527 0.3085
H -0.138 -2.143 0.506 0.3064
H -0.834 0.301 -0.808 0.1601
H -3.233 -0.588 -0.471 0.2555
H -2.543 -1.029 1.062 0.4277
H -2.312 1.034 1.728 0.2588
H -2.094 1.722 0.299 0.2548
```

Kohn-Sham gap: 9.80 eV
SMILES: NCCCNCN
charge: 0

***

Bottom line: entry 1, by a margin of 0.0250 hartree.

***

Entry 1
A 2-piece molecular cluster, C4H13N3 overall, computed with ωB97M-V/def2-TZVPD.

The geometry in XYZ format:
```
20
Properties=species:S:1:pos:R:3:mulliken_charge:R:1
C -1.460 -0.361 -0.943 -0.3967
N -2.725 0.362 -1.025 -0.4519
C -2.798 1.537 -0.598 0.0244
N -1.707 2.314 -0.046 -0.5825
H -1.177 -0.659 -1.953 0.2594
H -1.636 -1.263 -0.363 0.2507
H -0.639 0.199 -0.509 0.0959
H -3.744 2.078 -0.643 0.3473
H -1.687 3.214 -0.522 0.2427
H -1.917 2.559 0.919 0.2225
C 1.102 -1.683 1.070 -0.8041
N 2.454 -1.149 1.078 -0.4187
C 2.624 -0.144 0.031 -0.7764
H 0.407 -0.890 1.347 0.2595
H 0.796 -2.128 0.112 0.2883
H 0.991 -2.465 1.822 0.3510
H 3.104 -1.910 0.911 0.2457
H 2.419 -0.539 -0.974 0.2815
H 3.643 0.240 0.054 0.3109
H 1.951 0.687 0.231 0.2503
```

Kohn-Sham gap: 9.75 eV
SMILES: C/N=C\N.CNC
charge: 0

***

Entry 2
One molecule with the formula C4H13N3, computed with ωB97M-V/def2-TZVPD.

The geometry in XYZ format:
```
20
Properties=species:S:1:pos:R:3:mulliken_charge:R:1
C 0.529 -0.787 -1.413 -1.6300
C 0.407 0.232 -0.273 0.3574
C 1.699 0.281 0.546 -0.8050
N 2.891 0.312 -0.290 -0.6534
N -0.708 -0.103 0.628 -0.3926
C -1.924 0.612 0.398 -0.3462
N -3.039 -0.190 0.845 -0.6070
H 1.172 -0.327 -2.165 0.4133
H 1.012 -1.688 -1.037 0.3551
H -0.476 -0.930 -1.805 0.4478
H 0.102 1.217 -0.638 0.3460
H 1.683 -0.630 1.158 0.3189
H 1.683 1.020 1.349 0.4327
H 3.751 0.365 0.222 0.2481
H 3.041 -0.541 -0.816 0.2136
H -0.926 -1.090 0.620 0.3002
H -2.044 0.895 -0.669 0.3443
H -1.951 1.616 0.865 0.2450
H -2.937 -0.420 1.824 0.2127
H -3.964 0.157 0.649 0.1993
```

Kohn-Sham gap: 9.63 eV
SMILES: C[C@H](CN)NCN
charge: 0

***

Entry 3
A 2-piece molecular cluster, C4H13N3 overall, computed with ωB97M-V/def2-TZVPD.

The geometry in XYZ format:
```
20
Properties=species:S:1:pos:R:3:mulliken_charge:R:1
C -1.055 -0.005 0.157 0.9679
C 2.131 -0.742 -0.227 -1.0011
C -2.172 1.035 0.053 -1.3391
C -1.546 -1.435 -0.103 -1.2877
N 1.378 0.498 -0.133 0.2195
N -0.222 0.240 1.247 -0.6593
N 2.189 1.546 -0.394 -0.7197
H 0.063 -0.634 1.693 0.2706
H -0.293 0.250 -0.708 0.1374
H 3.179 1.505 -0.162 0.2224
H 1.743 2.444 -0.280 0.2058
H 1.443 -1.578 -0.129 0.3122
H 2.658 -0.812 -1.186 0.3303
H 2.869 -0.809 0.585 0.3339
H -2.936 0.842 0.809 0.3208
H -2.277 -1.731 0.654 0.3444
H -1.774 2.035 0.225 0.3696
H -2.641 1.008 -0.932 0.3281
H -2.017 -1.511 -1.085 0.3384
H -0.720 -2.148 -0.085 0.3056
```

Kohn-Sham gap (spin up / spin down): 8.42 / 9.09 eV
charge: 0

***

Entry 4
A 2-piece molecular cluster, C4H13N3 overall, computed with ωB97M-V/def2-TZVPD.

The geometry in XYZ format:
```
20
Properties=species:S:1:pos:R:3:mulliken_charge:R:1
C -2.028 0.353 1.340 -1.0116
C -2.980 -0.013 0.491 0.2060
N -2.953 -1.151 -0.310 -0.5053
H -1.115 -0.216 1.470 0.3173
H -2.141 1.245 1.935 0.2239
H -3.901 0.550 0.427 0.3014
H -2.030 -1.500 -0.542 0.2416
H -3.531 -1.111 -1.134 0.2376
N 0.402 1.293 -0.984 -0.6571
C 1.626 0.910 -0.267 -0.4329
C 1.948 -0.547 -0.532 -0.3826
N 3.191 -0.925 0.140 -0.6096
H 0.260 2.292 -0.891 0.2403
H -0.400 0.873 -0.525 0.1898
H 1.550 1.077 0.815 0.2545
H 2.440 1.530 -0.633 0.3755
H 1.086 -1.157 -0.215 0.2100
H 2.072 -0.690 -1.603 0.3450
H 3.052 -0.948 1.144 0.2183
H 3.451 -1.867 -0.127 0.2377
```

Kohn-Sham gap: 9.56 eV
SMILES: C=CN.NCCN
charge: 0

***

Bottom line: entry 2, by a margin of 0.0059 hartree.

***

Entry 1
A 2-piece molecular cluster, C7H14O overall, computed with ωB97M-V/def2-TZVPD.

The geometry in XYZ format:
```
22
Properties=species:S:1:pos:R:3:mulliken_charge:R:1
C 1.402 -0.868 -2.116 -0.8369
C 0.249 -0.820 -1.459 -0.5681
C -0.364 0.139 -0.493 0.4806
C -0.648 1.344 -1.006 -0.1994
C -0.928 2.551 -0.160 -1.0833
C 0.016 -0.179 0.908 0.0981
C -1.090 0.279 1.982 -1.3682
H 1.509 -1.750 -2.734 0.2942
H 2.188 -0.119 -2.037 0.2680
H -0.455 -1.641 -1.639 0.3119
H -0.608 1.437 -2.096 0.3711
H -1.241 3.474 -0.627 0.3687
H 0.102 2.799 0.174 0.2419
H -1.629 2.330 0.632 0.2622
H -0.017 -1.246 1.114 -0.1643
H 0.946 0.333 1.224 0.3941
H -1.947 0.180 1.290 0.4201
H -0.789 1.158 2.543 0.2776
H -1.293 -0.394 2.813 0.3505
O 1.786 -2.836 0.750 -0.6170
H 1.952 -3.464 0.030 0.3066
H 0.860 -2.709 0.905 0.3917
```

Kohn-Sham gap: 9.93 eV
SMILES: C=C/C(=C/C)CC.O
charge: 0

***

Entry 2
One molecule with the formula C7H14O, computed with ωB97M-V/def2-TZVPD.

The geometry in XYZ format:
```
22
Properties=species:S:1:pos:R:3:mulliken_charge:R:1
C 2.228 0.092 1.452 -0.6129
C 1.858 -0.519 0.340 -0.3956
C 0.456 -0.195 -0.727 0.0582
C 0.622 1.218 -1.243 -1.4390
C -0.675 -0.522 0.149 1.0125
C -1.878 -0.623 -1.210 -1.3859
C -1.185 0.521 1.124 -1.7056
O -0.616 -1.795 0.687 -0.5895
H 1.674 0.911 1.895 0.1836
H 3.198 -0.078 1.908 0.2869
H 2.497 -1.298 -0.067 0.3118
H 0.599 -0.949 -1.499 0.4702
H 1.640 1.347 -1.609 0.4106
H -0.077 1.418 -2.053 0.3248
H 0.483 1.966 -0.466 0.3563
H -2.032 -1.690 -1.351 0.3818
H -2.814 -0.188 -0.868 0.3603
H -1.696 -0.176 -2.183 0.3667
H -1.350 1.480 0.643 0.4080
H -2.142 0.180 1.522 0.4609
H -0.514 0.649 1.970 0.3461
H -0.277 -1.749 1.588 0.3900
```

Kohn-Sham gap: 10.01 eV
SMILES: C=C[C@H](C)C(C)(C)O
charge: 0

***

Entry 3
A 3-piece molecular cluster, C7H14O overall, computed with ωB97M-V/def2-TZVPD.

The geometry in XYZ format:
```
22
Properties=species:S:1:pos:R:3:mulliken_charge:R:1
C 0.002 0.314 0.286 1.4635
C -0.680 -1.257 -1.669 -0.1866
C 1.273 0.954 -0.235 -1.6079
C -1.230 1.188 0.173 -1.7711
C 0.563 -1.577 -2.428 -0.9609
C 0.386 -0.001 2.348 -0.3387
C -0.340 0.508 3.328 -0.5746
O -0.109 -0.970 0.195 -0.5595
H 1.247 -0.641 2.528 0.2798
H -1.295 -0.455 -2.069 0.2743
H -1.304 -2.101 -1.392 0.2752
H 1.526 1.823 0.379 0.3955
H 1.144 1.305 -1.262 0.3256
H 2.096 0.238 -0.219 0.3808
H -1.131 2.037 0.856 0.4418
H -2.127 0.625 0.430 0.3754
H -1.336 1.604 -0.832 0.4569
H 0.332 -2.125 -3.354 0.3651
H 1.105 -0.673 -2.717 0.2545
H 1.234 -2.200 -1.830 0.2723
H -0.141 0.285 4.379 0.2674
H -1.214 1.118 3.105 0.1712
```

Kohn-Sham gap (spin up / spin down): 8.31 / 8.31 eV
charge: 0

***

Entry 4
One molecule with the formula C7H14O, computed with ωB97M-V/def2-TZVPD.

The geometry in XYZ format:
```
22
Properties=species:S:1:pos:R:3:mulliken_charge:R:1
C -2.065 -0.976 0.433 -1.1060
C -1.514 0.425 0.298 -0.1217
C -0.362 0.888 -0.229 0.3719
C -0.008 2.342 -0.251 -1.5972
C 0.801 0.072 -0.788 0.8248
C 0.526 -1.354 -1.230 -1.7687
O 1.904 0.163 0.079 -0.4451
C 1.727 -0.462 1.321 -0.5792
H -3.011 -0.905 0.959 0.3669
H -2.324 -1.393 -0.572 0.2553
H -1.384 -1.638 0.970 0.2444
H -2.224 1.152 0.707 0.3063
H 0.946 2.480 0.285 0.2808
H 0.127 2.626 -1.284 0.3183
H -0.733 3.002 0.222 0.4129
H 1.107 0.560 -1.715 0.3153
H 0.251 -2.081 -0.484 0.3293
H -0.280 -1.336 -1.982 0.4073
H 1.434 -1.707 -1.703 0.4182
H 1.733 -1.575 1.238 0.2373
H 2.580 -0.200 1.947 0.2787
H 0.768 -0.085 1.779 0.2502
```

Kohn-Sham gap: 10.10 eV
SMILES: C/C=C(/C)[C@H](C)OC
charge: 0

***

Bottom line: entry 4, by a margin of 0.0455 hartree.

***

Entry 1
A 2-piece molecular cluster, C3H7NO4S overall, computed with ωB97M-V/def2-TZVPD.

The geometry in XYZ format:
```
16
Properties=species:S:1:pos:R:3:mulliken_charge:R:1
N 2.217 0.229 0.455 -0.6508
C 1.125 0.670 -0.354 -0.0162
O -0.090 0.172 0.065 -0.3800
C 0.131 1.493 0.427 -0.0476
C -0.759 2.476 -0.346 -0.2901
O -1.155 2.392 -1.497 -0.4756
H 1.728 -0.422 1.152 0.3075
H 2.866 -0.225 -0.190 0.2639
H 1.222 0.918 -1.432 0.3915
H 0.469 1.629 1.398 0.4737
H -0.991 3.398 0.090 0.4246
O -2.529 -1.936 -0.199 -0.4449
S -1.552 -2.674 0.947 0.1466
O -0.649 -3.779 0.153 -0.4172
H -2.108 -1.154 -0.508 0.3717
H 0.073 -3.187 -0.160 0.3428
```

Kohn-Sham gap: 9.09 eV
SMILES: N[C@H]1O[C@@H]1C=O.OSO
charge: 0

***

Entry 2
A 2-piece molecular cluster, C3H7NO4S overall, computed with ωB97M-V/def2-TZVPD.

The geometry in XYZ format:
```
16
Properties=species:S:1:pos:R:3:mulliken_charge:R:1
N 2.206 -0.396 -0.497 -0.6185
C 0.795 -0.206 -0.524 0.2803
O -0.027 -1.043 0.266 -0.6164
C 0.145 0.332 0.644 0.0274
C -0.967 1.330 0.577 -0.3649
O -1.219 1.913 -0.446 -0.4765
H 2.753 -0.960 -1.306 0.2588
H 2.640 -0.829 0.340 0.2548
H 0.378 0.182 -1.489 0.3718
H 0.597 0.361 1.607 0.3657
H -1.647 1.419 1.467 0.4386
O -3.806 0.791 -0.617 -0.4390
S -3.559 -0.566 0.249 0.1488
O -2.704 -1.417 -0.717 -0.4457
H -3.400 1.588 -0.301 0.3530
H -1.729 -1.405 -0.512 0.4619
```

Kohn-Sham gap: 8.27 eV
SMILES: N[C@H]1O[C@@H]1C=O.OSO
charge: 0

***

Bottom line: entry 2, by a margin of 0.0051 hartree.